Molecular formula: C4H8O2
Method: DFT, ωB97M-V/def2-TZVPD

Geometry as XYZ:
```
14
C4H8O2 | OMol25 | ωB97M-V/def2-TZVPD
C 0.73521 0.41444 0.22615
C -1.67068 0.90187 0.20367
C -0.59370 -0.17331 -0.07200
C -0.85354 -1.38602 -0.51573
O 1.72593 -0.62807 -0.02592
O 3.02304 -0.02197 0.02940
H 3.60863 -0.78079 -0.08658
H 0.82004 0.71414 1.27922
H 0.94550 1.27371 -0.42481
H -1.56989 1.71058 -0.51844
H -2.65389 0.45286 0.09741
H -1.59456 1.31802 1.20698
H -1.86348 -1.70511 -0.71294
H -0.05860 -2.09037 -0.68640
```

As for the energy above the lowest of the compared OMol25 structures with the same formula, charge and spin: 97.6 kcal per mole. As for the HOMO-LUMO gap: 10.4872 eV. The calculation puts the molar mass at 88.11 g/mol. The total energy comes out at -8369.0499 eV. As for the spin multiplicity: 1.

Results of the Mulliken charge analysis, in e, for atoms 1 through 8:
1 C -0.3234
2 C -1.2654
3 C 0.7296
4 C -0.9355
5 O -0.2202
6 O -0.3938
7 H 0.3080
8 H 0.2780

=====

Molecular formula: C2HBrF4
Method: DFT, ωB97M-V/def2-TZVPD

Geometry as XYZ:
```
8
C2HBrF4 | OMol25 | ωB97M-V/def2-TZVPD
C -0.62648 -0.63612 -0.57509
C 0.55020 0.50052 0.62665
F -0.15417 -1.86498 -0.61937
F 0.45100 1.76356 0.48700
F 1.82066 0.08834 0.43082
F 0.12763 0.11853 1.83549
Br -0.65465 0.37903 -2.17759
H -1.51419 -0.34888 -0.00791
```

As for the energy above the lowest of the compared OMol25 structures with the same formula, charge and spin: 0.0 kcal per mole. As for the HOMO-LUMO gap: 10.8135 eV. The calculation puts the molar mass at 180.93 g/mol. The total energy comes out at -83000.8999 eV. As for the spin multiplicity: 1.

Calculated atomic charges, method Mulliken, unit e:
1 C -0.0766
2 C 0.6116
3 F -0.1859
4 F -0.1833
5 F -0.2253
6 F -0.2236
7 Br -0.0792
8 H 0.3623

=====

Molecular formula: C38H86N2O7P
Method: DFT, ωB97M-V/def2-TZVPD

Geometry as XYZ:
```
134
C38H86N2O7P | OMol25 | ωB97M-V/def2-TZVPD
C 4.52601 -0.11473 3.84355
C 4.55700 1.03777 4.85976
C 3.28668 1.17544 5.69773
C 1.97788 1.13026 4.90798
C 1.85999 2.24416 3.83693
C 1.51414 1.70235 2.45314
C 1.76320 2.77741 1.38373
C 0.88690 2.64416 0.14936
C 1.27580 1.59957 -0.93052
C 2.57650 0.78481 -0.77271
C 2.29316 -0.65477 -0.31584
C 3.41886 -1.31907 0.48061
C 3.15589 -2.83405 0.62487
C 3.05533 -3.26481 2.09236
C 1.85606 -4.15242 2.40324
C 0.56323 -3.37936 2.04242
C -0.03444 -2.75080 3.29190
C -1.22943 -1.82040 3.07440
C -1.01085 -0.80504 1.95557
C -2.30010 -0.21129 1.37238
P -3.08756 1.14069 2.48412
C -1.93182 2.45097 1.64703
C -1.65375 3.67291 2.53304
C -0.43736 3.43624 3.37698
O 0.72375 3.67524 3.01792
O -0.69660 2.90292 4.62115
C -4.23211 -0.10701 3.41736
C -5.39249 0.55734 4.14119
C -6.62773 0.67330 3.27634
O -5.80531 -0.27275 5.28449
H 5.53217 -0.50791 3.71412
H 4.22492 0.27442 2.87582
H 3.86981 -0.92547 4.14249
H 5.38736 0.86212 5.54266
H 4.76096 1.96375 4.32849
H 3.26184 0.36762 6.42825
H 3.31728 2.14136 6.20094
H 1.83865 0.16267 4.42895
H 1.14658 1.25210 5.59934
H 1.05980 2.91964 4.12346
H 2.79638 2.79932 3.78795
H 0.44686 1.49544 2.43582
H 2.10520 0.82034 2.21230
H 2.82525 2.85806 1.14654
H 1.50790 3.73335 1.84357
H -0.10837 2.39058 0.50876
H 0.78415 3.61838 -0.32448
H 1.29756 2.09982 -1.89672
H 0.45989 0.88320 -0.99331
H 3.00615 0.70258 -1.77107
H 3.34428 1.24551 -0.15565
H 1.35585 -0.70647 0.23637
H 2.16634 -1.26510 -1.21246
H 3.44502 -0.85951 1.46714
H 4.38805 -1.10661 0.02947
H 3.96593 -3.35228 0.12087
H 2.26079 -3.08490 0.06798
H 3.00630 -2.41437 2.77004
H 3.96964 -3.79807 2.36155
H 1.88565 -5.13197 1.92890
H 1.84595 -4.33119 3.47899
H -0.15720 -4.05971 1.59218
H 0.84699 -2.61624 1.33041
H -0.35675 -3.57493 3.93379
H 0.74132 -2.23605 3.86088
H -1.33573 -1.24525 3.99414
H -2.17100 -2.34830 2.94138
H -0.45531 -1.24651 1.12854
H -0.40931 0.03842 2.30668
H -2.98724 -1.03169 1.15360
H -2.05838 0.25716 0.41739
H -4.12791 1.33859 1.42689
H -3.70130 2.24643 3.23592
H -2.02263 0.96750 3.53877
H -2.40121 2.79172 0.72804
H -0.95879 2.02646 1.38660
H -2.49753 3.93390 3.17245
H -1.45319 4.54102 1.90655
H -1.08674 2.02277 4.48248
H -3.68025 -0.66790 4.16808
H -4.66527 -0.78209 2.67903
H -5.10666 1.51829 4.56666
H -7.17304 -0.26595 3.32875
H -7.28452 1.46327 3.63307
H -6.32839 0.84826 2.24677
H -5.13205 -0.13840 5.95134
C 5.70926 -4.09919 -6.69269
O 4.76923 -3.05883 -6.51818
C 3.49793 -3.31914 -7.10211
C 2.43476 -3.47292 -6.03687
N 2.62644 -4.70196 -5.27760
C 1.77414 -4.81932 -4.09628
C 1.98086 -3.81758 -2.96612
O 3.22218 -3.94451 -2.29967
C 4.29953 -3.23347 -2.87729
H 6.66456 -3.74334 -6.31048
H 5.42662 -5.00054 -6.13803
H 5.82789 -4.35224 -7.75093
H 3.53368 -4.20117 -7.74786
H 3.24618 -2.45594 -7.72532
H 1.45188 -3.50146 -6.51608
H 2.47512 -2.58033 -5.39801
H 3.59257 -4.75501 -4.98315
H 1.93541 -5.81813 -3.68352
H 0.72873 -4.77530 -4.41678
H 1.21742 -4.02136 -2.20977
H 1.82379 -2.78145 -3.28944
H 3.96567 -2.31848 -3.37371
H 4.85954 -3.85267 -3.58518
H 4.98184 -2.95961 -2.07056
C -3.47329 1.58423 -6.24032
O -3.78618 2.93661 -5.97457
C -5.17624 3.19031 -5.80907
C -5.48905 3.59136 -4.38393
N -5.32658 2.46650 -3.47457
C -5.40232 2.81753 -2.05587
C -4.31793 3.72456 -1.48806
O -3.03684 3.13447 -1.45514
C -2.26235 3.25770 -2.62848
H -2.40800 1.53278 -6.45923
H -3.68239 0.94151 -5.37891
H -4.02796 1.21302 -7.10819
H -5.77376 2.32470 -6.10925
H -5.43252 4.02256 -6.47236
H -6.52462 3.94163 -4.33269
H -4.83232 4.43383 -4.12535
H -4.42944 2.03324 -3.64873
H -5.37253 1.88370 -1.49082
H -6.37909 3.27289 -1.86286
H -4.57892 3.91849 -0.44403
H -4.27932 4.70241 -1.98673
H -2.47669 4.18631 -3.16598
H -2.40627 2.40398 -3.29909
H -1.21356 3.26342 -2.32805
```

The total charge is -1. As for the HOMO-LUMO gap: 6.2373 eV. The calculation puts the molar mass at 714.09 g/mol. The total energy comes out at -67392.3433 eV. As for the spin multiplicity: 1.

Results of the Mulliken charge analysis, in e, for atoms 1 through 8:
1 C -0.4983
2 C -0.7281
3 C -1.2694
4 C -0.0426
5 C -0.0618
6 C 1.8991
7 C -1.6083
8 C 0.4320

=====

Molecular formula: C6H13NO2
Method: DFT, ωB97M-V/def2-TZVPD

Geometry as XYZ:
```
22
C6H13NO2 | OMol25 | ωB97M-V/def2-TZVPD
C 1.27708 0.98053 -0.38804
C 0.27587 0.76134 0.72606
C -1.64326 -0.48725 -0.12828
C 2.24841 -0.09611 -0.71910
C -0.49315 -1.24300 1.86050
C -1.50788 -0.03609 -1.57755
N -0.36800 -0.54106 0.59051
O 1.14554 1.93986 -1.26456
O 1.55364 2.75905 -0.10696
H -0.41749 1.60918 0.73286
H 0.82582 0.80302 1.66879
H -2.06542 -1.49290 -0.10682
H -2.35775 0.17108 0.39456
H 1.94428 -1.05822 -0.31855
H 2.37507 -0.17116 -1.80058
H 3.21550 0.20166 -0.30332
H 0.48842 -1.34880 2.32390
H -1.15947 -0.72964 2.57278
H -0.88935 -2.24434 1.68656
H -1.19141 1.00604 -1.65128
H -0.78345 -0.65864 -2.10908
H -2.47301 -0.12453 -2.08242
```

As for the energy above the lowest of the compared OMol25 structures with the same formula, charge and spin: 132.1 kcal per mole. As for the HOMO-LUMO gap: 9.4822 eV. The calculation puts the molar mass at 131.18 g/mol. The total energy comes out at -12012.9971 eV. As for the spin multiplicity: 1.

Results of the Mulliken charge analysis, in e, for atoms 1 through 8:
1 C 1.0212
2 C -1.0129
3 C -0.5120
4 C -1.2286
5 C -1.1793
6 C -1.1908
7 N 0.2085
8 O -0.2662